(1)
Molecular formula: C16H18N2O3
Method: DFT, ωB97M-V/def2-TZVPD

```
39
Properties=species:S:1:pos:R:3:forces:R:3
O -0.652147 1.635401 -1.664153 -0.1 0.5 0.1
C -0.369167 0.501747 -1.995842 -0.2 -0.7 0.0
N 0.515433 0.195255 -2.958541 0.0 -0.1 -0.3
H 0.736205 -0.772856 -3.131328 -0.1 0.0 0.2
C 1.307316 1.187291 -3.650982 0.2 0.1 -0.2
H 0.984891 2.159764 -3.273289 0.0 -0.1 -0.1
C 2.807101 0.992522 -3.430850 -0.2 0.2 0.2
H 3.069331 -0.043040 -3.658628 0.1 0.0 -0.1
H 3.339656 1.632693 -4.136768 0.0 -0.1 -0.1
C 3.259313 1.346984 -2.009743 0.0 -0.2 -0.2
C 2.663753 0.465362 -0.945516 0.1 0.1 0.2
C 1.875099 1.003145 0.063123 0.1 0.0 0.0
C 1.342769 0.194535 1.052699 0.0 -0.1 0.1
C 1.589086 -1.167372 1.047576 0.0 0.0 0.1
C 2.374094 -1.713865 0.045780 0.1 -0.1 0.0
C 2.911069 -0.902866 -0.938027 0.0 0.0 0.0
H 3.539532 -1.337310 -1.703797 0.1 -0.1 -0.1
H 2.572773 -2.775710 0.036167 0.0 -0.1 0.0
H 1.166098 -1.801822 1.810640 -0.1 -0.1 0.1
H 0.733704 0.630342 1.831662 -0.1 0.0 0.1
H 1.672162 2.064101 0.072655 0.0 0.1 0.0
H 2.996618 2.386269 -1.804705 0.1 0.0 0.0
H 4.349267 1.262382 -1.968143 0.0 0.1 0.0
H 1.085526 1.133393 -4.723218 0.0 0.1 0.1
C -1.049946 -0.707623 -1.359369 -0.1 -0.1 0.1
N -1.725010 -0.266950 -0.167879 0.0 0.3 -0.1
C -1.762801 -1.033558 0.949347 -0.2 0.0 -0.2
O -1.443356 -2.206653 0.952757 0.0 -0.2 0.2
C -2.255121 -0.322846 2.146662 0.0 0.9 -0.1
C -2.532027 1.002554 2.385673 0.2 -0.8 -0.3
C -2.936341 1.082910 3.734113 0.0 -0.5 0.4
C -2.874450 -0.192382 4.215866 -0.2 0.9 0.2
O -2.465040 -1.037815 3.270477 0.2 -0.6 -0.2
H -3.091229 -0.600468 5.183605 0.0 -0.2 0.1
H -3.229815 1.962546 4.269258 -0.1 0.1 0.2
H -2.454158 1.820423 1.698250 0.0 0.1 -0.2
H -1.843706 0.737355 -0.123207 0.0 -0.1 0.1
H -1.766579 -1.129034 -2.077492 0.2 0.0 0.0
H -0.325877 -1.484459 -1.094036 0.0 0.1 -0.1
```
Forces are in eV/Å.

## Properties
ΔE to the lowest compared entry with this formula, charge and spin	1.486	eV
E_HOMO	-0.326	hartree
F_max	0.9	eV Å⁻¹
lowest unoccupied orbital energy	0.029	hartree
frontier orbital gap	9.7	eV


(2)
Molecular formula: C16H18N4OS
Method: DFT, ωB97M-V/def2-TZVPD

```
40
Properties=species:S:1:pos:R:3:forces:R:3
C 0.078852 2.341778 -3.880566 0.0 0.0 -0.1
C 0.208081 0.887741 -3.578338 0.3 -0.3 -0.7
C 0.580561 -0.089823 -4.448355 0.0 -0.1 0.2
S 0.592940 -1.631108 -3.678014 -0.2 0.6 0.4
C 0.084687 -0.829037 -2.204107 0.3 -0.7 -0.8
N -0.058330 0.439646 -2.321296 -0.3 0.3 0.8
C -0.132420 -1.610405 -0.955649 -0.1 -0.5 0.0
N -0.576593 -0.756883 0.127666 -0.2 -0.2 0.0
C 0.293436 0.045569 0.809299 0.2 0.4 0.3
N -0.052268 0.853681 1.744768 0.7 0.2 0.1
C -1.375030 0.952162 2.083576 -0.7 -0.3 -0.2
C -1.761151 1.844254 3.090264 -0.1 0.0 0.0
C -3.086569 1.947032 3.443904 0.1 0.0 0.0
C -4.056240 1.170111 2.809611 -0.1 -0.1 -0.1
C -3.693930 0.289108 1.816775 0.0 0.0 0.0
C -2.352812 0.170976 1.445581 0.1 0.4 0.3
C -1.951012 -0.750718 0.392736 0.0 -0.1 0.0
O -2.701475 -1.483550 -0.221511 -0.2 0.0 0.0
H -4.421985 -0.324012 1.307282 -0.1 0.0 0.0
H -5.091796 1.263235 3.100381 -0.1 0.0 0.0
H -3.382735 2.636540 4.221097 0.0 0.1 0.1
H -0.999500 2.438308 3.569882 0.1 0.1 0.0
C 1.754978 -0.007177 0.456882 0.2 -0.1 -0.1
N 2.314412 -1.343165 0.619899 0.1 0.1 0.1
C 3.644696 -1.426670 0.051784 -0.1 0.0 -0.1
H 3.598487 -1.186120 -1.009861 0.1 0.0 -0.1
H 4.010501 -2.446601 0.160500 0.1 0.0 0.0
H 4.357637 -0.744411 0.537085 0.0 0.0 0.0
C 2.307721 -1.747759 2.012309 0.0 -0.1 0.0
H 2.950830 -1.111551 2.637094 0.0 0.0 0.0
H 1.291362 -1.693128 2.398152 0.0 0.0 0.1
H 2.655171 -2.777466 2.083832 0.0 0.0 0.1
H 2.263793 0.735034 1.091713 -0.1 -0.1 -0.1
H 1.869647 0.293886 -0.587602 0.0 0.0 0.0
H -0.928919 -2.345779 -1.123005 0.2 0.2 0.1
H 0.788715 -2.122291 -0.657052 -0.2 0.1 -0.1
H 0.841752 0.001367 -5.482772 0.1 0.1 -0.2
H -0.664856 2.504570 -4.658651 0.0 0.1 0.0
H 1.027944 2.748585 -4.225799 0.0 0.1 0.0
H -0.228577 2.864074 -2.979493 0.0 0.1 0.0
```
Forces are in eV/Å.

## Properties
ΔE to the lowest compared entry with this formula, charge and spin	0.037	eV
E_HOMO	-0.313	hartree
F_max	1.1	eV Å⁻¹
lowest unoccupied orbital energy	0.023	hartree
frontier orbital gap	9.1	eV


(3)
Molecular formula: C16H19BCaN6Te
Method: DFT, ωB97M-V/def2-TZVPD

```
44
Properties=species:S:1:pos:R:3:forces:R:3
C 3.146533 -0.137407 -0.627694 -0.4 0.1 -1.7
N 1.876956 -0.168661 -1.086635 0.4 0.9 0.2
N 1.928561 0.146919 -2.440660 -0.2 -0.6 0.9
C 3.223292 0.239189 -2.830942 -0.3 0.0 0.9
C 4.025504 0.070736 -1.705825 -0.1 0.1 -0.1
B 0.646412 0.282121 -3.340429 0.7 -1.1 0.3
N -0.325760 -0.865652 -2.927463 0.0 -0.3 1.0
N -0.625975 -1.220240 -1.618274 -1.1 0.0 0.0
C -1.557166 -2.203374 -1.693080 0.9 0.5 -1.3
C -1.755549 -2.565359 -3.036392 0.0 0.2 0.0
C -0.965684 -1.696350 -3.779085 -0.2 0.0 0.8
Ca 0.429357 -1.253510 0.687644 3.0 1.3 -3.2
N -0.014875 1.707211 -3.156464 -0.4 1.7 -1.9
N -0.430526 2.003907 -1.884283 -0.7 1.3 1.2
C -0.937132 3.227507 -1.889848 0.3 -0.8 0.0
C -0.877243 3.760154 -3.194903 -0.6 0.8 1.2
C -0.290183 2.756176 -3.977628 1.5 -3.7 0.4
H -1.321691 3.686966 -0.993412 0.0 0.0 0.0
H -0.062633 2.719693 -5.033248 0.0 0.0 0.0
H -1.219390 4.720570 -3.510429 -0.1 0.4 -0.3
H 0.947085 0.157893 -4.494705 -0.1 0.1 0.1
H -0.803177 -1.607350 -4.845066 -0.1 -0.1 0.2
H 3.469283 0.403161 -3.874955 0.0 0.0 0.3
H -2.377518 -3.350994 -3.421743 -0.1 0.0 0.0
H 5.096467 0.078430 -1.680651 0.2 0.1 0.0
H -2.060119 -2.602342 -0.813245 0.3 0.1 -0.2
H 3.363310 -0.209333 0.437765 0.0 -0.2 -0.3
H -1.509877 -0.601909 1.065970 -0.4 -0.6 0.6
C -1.651242 -1.462062 1.771350 -1.4 -0.1 0.1
H -2.603016 -1.912420 1.470882 0.2 0.0 0.2
H -0.891235 -2.281222 1.762457 -1.3 0.2 0.5
H -1.746937 -1.066845 2.781465 0.1 -0.1 0.0
Te 1.120547 1.447337 2.172387 0.0 0.1 0.1
C 0.316407 0.571113 3.879047 -0.3 -0.2 0.7
C -0.833512 1.165313 4.453061 0.4 -0.6 -0.2
C -1.536650 0.469066 5.443539 0.2 -0.1 0.0
C -1.080991 -0.783456 5.889515 0.1 0.3 -0.3
C 0.093960 -1.339360 5.358646 0.2 0.2 0.0
C 0.822870 -0.655291 4.375046 -0.9 0.2 -0.2
H -1.158532 2.134980 4.076831 -0.1 -0.2 0.3
H -2.438623 0.904270 5.879558 0.3 -0.1 -0.1
H -1.632372 -1.315866 6.668600 0.2 0.2 -0.3
H 0.447297 -2.306619 5.724838 -0.1 0.4 -0.1
H 1.753753 -1.047082 3.958442 -0.3 -0.1 0.2
```
Forces are in eV/Å.

## Properties
E_HOMO (spin up / spin down)	-0.532 / -0.531	hartree
F_max	4.5	eV Å⁻¹
lowest unoccupied orbital energy (spin up / spin down)	-0.358 / -0.310	hartree
frontier orbital gap (spin up / spin down)	4.7 / 6.0	eV
charge	+2


(4)
Molecular formula: C16H19BrI3InN7O3S
Method: DFT, ωB97M-V/def2-TZVPD

```
51
Properties=species:S:1:pos:R:3:forces:R:3
In -1.039059 0.771726 -0.118877 -0.1 0.0 0.1
C -2.734427 -3.440624 -0.269595 0.0 0.0 0.0
C -2.257757 -2.068466 0.067256 0.0 0.0 0.1
N -1.851281 -1.218303 -0.798230 0.1 -0.1 -0.1
N -1.831768 -1.527513 -2.119401 0.0 0.2 0.1
C -1.752267 -0.476569 -2.902111 -0.1 -0.1 0.0
N -1.666987 -0.706996 -4.216196 -0.1 0.1 0.0
S -1.796269 1.220114 -2.428774 0.1 -0.1 0.0
C -2.255089 -1.587353 1.475916 0.0 0.0 -0.1
C -2.666334 -2.391453 2.521848 0.0 0.0 0.1
C -2.640928 -1.883029 3.812625 0.0 0.0 0.0
C -2.205632 -0.588563 4.025280 0.0 0.0 0.0
C -1.817115 0.162489 2.929931 -0.1 0.0 -0.1
N -1.855418 -0.322997 1.690226 0.1 0.0 0.1
H -2.543495 -3.646610 -1.317485 0.0 0.0 0.0
H -2.222770 -4.182896 0.345049 0.0 0.0 0.0
H -3.806408 -3.531325 -0.080900 0.0 0.0 0.0
H -1.547401 -1.655512 -4.532697 0.0 0.0 0.0
H -1.503939 0.051573 -4.853316 0.0 0.0 0.0
H -2.998359 -3.401581 2.334952 0.0 0.0 0.0
H -2.953927 -2.500166 4.644153 0.0 0.0 0.0
H -2.157635 -0.162869 5.016772 0.0 0.0 0.0
H -1.478417 1.184308 3.034156 0.0 0.0 0.0
I 1.207106 -2.857432 1.128511 0.0 0.0 0.0
C 2.499805 -2.348467 2.729475 0.0 -0.1 0.0
I 1.742521 -1.014528 4.185037 -0.1 0.0 0.0
H 3.380993 -1.896050 2.294602 0.0 0.0 0.0
H 2.736489 -3.270994 3.242117 0.1 0.0 0.0
O 0.700775 2.248880 -0.313195 0.2 0.2 0.0
N 1.467060 1.628106 0.434963 -0.2 -0.1 0.0
O 0.951177 0.566306 0.870946 0.0 0.0 0.0
N -3.408712 3.579963 -0.518101 0.0 0.0 0.0
C -2.429222 3.545991 0.392818 0.1 0.0 0.0
N -1.903682 4.696922 0.825457 0.0 0.0 0.0
O -2.010051 2.453837 0.863596 -0.1 0.0 0.0
H -3.729656 4.436138 -0.934046 0.0 0.0 0.0
H -3.756520 2.708204 -0.881241 0.0 0.0 0.0
H -2.204877 5.594104 0.488670 0.0 0.0 0.0
H -1.124012 4.651525 1.458277 0.0 0.0 0.0
Br 1.503823 -0.976522 -6.197710 0.0 0.0 0.0
C 3.157475 -1.370474 -5.368020 0.0 0.0 0.0
C 4.184953 -1.818216 -6.186419 0.1 0.0 0.0
C 5.421164 -2.125829 -5.642236 0.0 0.0 0.0
C 5.633822 -1.987707 -4.279224 0.0 0.0 0.0
C 4.608795 -1.540446 -3.460626 0.1 0.0 -0.1
C 3.367786 -1.229203 -4.002440 -0.1 0.0 0.0
I 1.886677 -0.558731 -2.700209 0.0 0.0 0.0
H 4.009651 -1.923862 -7.247728 0.0 0.0 0.0
H 6.216200 -2.473334 -6.287821 0.0 0.0 0.0
H 6.596961 -2.225949 -3.848729 0.0 0.0 0.0
H 4.769349 -1.429946 -2.397440 0.0 0.0 0.0
```
Forces are in eV/Å.

## Properties
ΔE to the lowest compared entry with this formula, charge and spin	0.131	eV
E_HOMO	-0.396	hartree
F_max	0.2	eV Å⁻¹
lowest unoccupied orbital energy	-0.121	hartree
frontier orbital gap	7.5	eV
charge	+1


(5)
Molecular formula: C16H19ClN4S
Method: DFT, ωB97M-V/def2-TZVPD

```
41
Properties=species:S:1:pos:R:3:forces:R:3
S -4.460348 2.125584 -4.516442 -0.6 1.5 -0.9
Cl 5.904384 0.433759 5.148871 -0.5 0.1 -0.5
N -2.030090 0.627215 -1.854372 0.8 1.1 0.5
C -3.841786 0.993459 -3.512289 0.3 -1.1 -0.1
C -0.573284 -0.670913 0.417041 -0.1 0.0 -0.2
C -0.282110 0.606226 -0.177581 0.2 -0.5 0.3
C 0.424949 -0.969671 1.312806 -2.0 -0.3 -0.4
C 0.890246 1.062047 0.405861 -0.5 0.0 0.2
C -1.055482 1.245156 -1.236029 -1.1 -0.5 -1.3
C 3.267450 0.639452 4.424363 -0.1 0.0 -0.2
C 4.821112 0.099142 2.637438 0.2 0.6 0.1
C 2.183035 0.544139 3.510053 2.4 -0.4 0.4
C 3.756538 0.043243 1.729648 -0.3 -0.1 0.7
C 4.582927 0.415369 3.987507 -0.7 -0.4 -0.4
C 2.436340 0.199873 2.177854 0.4 0.5 1.0
N -2.674866 1.348271 -2.862428 -0.3 -1.7 0.8
N 1.309978 0.082653 1.334260 -0.2 0.9 -1.5
N -4.477110 -0.218954 -3.503408 1.8 0.3 1.7
C 0.450600 -2.166357 2.217229 1.5 0.0 -0.4
C 1.596388 2.377615 0.180952 0.4 -1.6 -1.1
C -2.943471 -2.156096 -3.758864 0.2 -0.8 0.7
C -3.978118 -1.461578 -2.889476 0.2 0.6 -0.1
H -1.477689 -1.259175 0.200843 0.8 0.2 0.2
H -0.769293 2.252282 -1.582001 -0.1 -0.2 0.3
H 3.100058 0.887151 5.484453 0.0 -0.2 -0.7
H 5.853997 -0.021735 2.283594 -0.6 0.0 0.2
H 1.192865 0.681245 3.867815 -0.7 0.2 0.1
H 3.924945 -0.151680 0.679546 0.1 -0.1 0.0
H -2.366493 2.265466 -3.132297 0.2 0.4 0.1
H -5.292649 -0.204606 -4.071041 -0.4 -0.1 -0.3
H -0.399656 -2.848459 2.049172 0.4 0.5 0.0
H 1.408106 -2.710271 1.975987 -0.9 0.2 0.7
H 0.463697 -1.818693 3.257430 0.1 -0.4 -0.1
H 2.603942 2.155494 -0.195800 -0.1 0.3 -0.1
H 1.076760 2.979188 -0.565756 0.0 -0.2 0.1
H 1.724172 2.952121 1.053307 0.0 0.7 1.3
H -3.393365 -2.704260 -4.575787 -0.2 -0.1 -0.2
H -2.356406 -2.873236 -3.152505 -0.3 0.2 -0.3
H -2.233272 -1.460962 -4.169689 0.2 0.5 -0.1
H -4.813258 -2.104007 -2.656184 -0.4 -0.2 -0.2
H -3.553744 -1.215499 -1.924082 0.2 0.2 0.0
```
Forces are in eV/Å.

## Properties
ΔE to the lowest compared entry with this formula, charge and spin	1.246	eV
E_HOMO	-0.280	hartree
F_max	2.5	eV Å⁻¹
lowest unoccupied orbital energy	0.018	hartree
frontier orbital gap	8.1	eV


(6)
Molecular formula: C16H19F3N3O3Pt
Method: DFT, ωB97M-V/def2-TZVPD

```
45
Properties=species:S:1:pos:R:3:forces:R:3
Pt 0.402178 -0.324187 -0.176948 -0.4 -0.1 0.0
C 1.977261 3.880309 -0.575135 0.0 -0.1 -0.1
C 0.964366 2.740750 -0.621000 0.0 0.1 -0.1
O 1.413056 1.601446 -0.926342 0.2 -0.1 0.2
C -0.359611 3.070424 -0.344125 0.0 0.0 0.0
C -1.448876 2.188496 -0.183774 -0.2 -0.1 0.1
C -2.817934 2.790886 0.010369 0.1 0.1 -0.1
N -1.356397 0.876849 -0.140586 0.8 -0.2 -0.2
N -2.535929 0.182543 -0.050439 -0.7 -0.3 0.0
C -2.388659 -1.075713 0.298528 0.4 0.6 0.1
O -1.301208 -1.643816 0.642007 0.0 -0.2 -0.1
C -3.633347 -1.895858 0.256790 -0.2 -0.1 0.1
C -3.537658 -3.283068 0.314491 0.0 0.0 0.0
C -4.677248 -4.070920 0.243117 -0.1 0.0 0.0
C -5.928649 -3.483528 0.125471 0.0 0.0 0.0
C -6.031976 -2.098339 0.080487 0.0 0.0 0.0
C -4.894716 -1.310314 0.143446 0.1 0.0 0.0
H 2.977127 3.485181 -0.747063 0.0 0.0 0.0
H 1.945170 4.374205 0.396873 0.0 0.0 0.0
H 1.751419 4.624367 -1.341771 0.0 0.0 0.0
H -0.574757 4.119765 -0.189709 0.0 0.0 0.0
H -2.770082 3.878257 -0.022364 0.0 0.0 0.0
H -3.244922 2.469331 0.960646 0.0 0.0 0.0
H -3.482379 2.428242 -0.775073 0.0 0.0 0.1
H -2.557127 -3.732166 0.404302 0.0 0.1 0.0
H -4.586765 -5.150271 0.279333 0.0 0.0 0.0
H -6.818696 -4.099107 0.065440 0.0 0.0 0.0
H -7.005878 -1.630244 -0.006318 0.0 0.0 0.0
H -4.958826 -0.232290 0.098964 0.0 0.0 0.0
C 5.716647 -0.147114 -0.552347 -0.1 0.0 0.0
N 4.821998 0.150018 0.544021 0.2 0.0 0.0
C 5.390711 0.310458 1.861942 -0.1 0.0 0.0
C 3.484421 0.015544 0.382411 0.0 0.1 0.2
O 2.675847 0.049068 1.298244 0.1 -0.1 -0.3
H 6.565780 0.538525 -0.536724 0.0 0.0 0.0
H 5.187427 -0.028125 -1.496579 0.0 0.0 0.0
H 6.094428 -1.173702 -0.499044 0.0 0.0 0.0
H 6.279216 0.940521 1.798292 0.0 0.0 0.0
H 5.670628 -0.649123 2.308559 0.0 0.0 0.0
H 4.653025 0.787803 2.503215 0.0 0.0 0.0
H 3.207628 -0.100562 -0.669721 -0.1 0.0 0.0
F 0.347325 -2.838912 -1.676714 0.1 0.1 0.1
C 1.251646 -2.000026 -1.098610 0.0 0.4 -0.1
F 2.148956 -1.724150 -2.127560 -0.1 0.0 0.1
F 1.985378 -2.811464 -0.259010 0.0 0.1 0.0
```
Forces are in eV/Å.

## Properties
ΔE to the lowest compared entry with this formula, charge and spin	0.931	eV
expectation value of S²	2.008
E_HOMO (spin up / spin down)	-0.130 / -0.139	hartree
F_max	0.9	eV Å⁻¹
lowest unoccupied orbital energy (spin up / spin down)	0.100 / 0.095	hartree
frontier orbital gap (spin up / spin down)	6.2 / 6.4	eV
charge	-1
spin multiplicity	3


Number 1: calculated total energy -955.7592 Ha. Number 2: calculated total energy -1312.9856 Ha. Number 3: calculated total energy -1919.5498 Ha. Number 4: calculated total energy -5285.3748 Ha. Number 5: calculated total energy -1698.4659 Ha. Number 6: calculated total energy -1429.9980 Ha.